[1]
The following is a DFT calculation (the ωB97M-V functional and the def2-TZVPD basis) of a cluster of 2 separate species, C3H8NO2 in total at a distorted geometry.

```
! wB97M-V def2-TZVPD RIJCOSX def2/J DEFGRID3
* xyz 1 1
C -0.703 1.170 1.473
C 0.256 0.543 0.520
C 1.964 -0.346 -0.858
N -1.622 -0.838 -0.531
O 0.129 0.042 1.710
O 0.919 0.684 -0.535
H -0.370 2.198 1.862
H -1.724 0.955 1.339
H 2.535 -0.848 -0.111
H 2.709 0.216 -1.561
H 1.542 -1.003 -1.532
H -2.132 0.028 -0.603
H -1.985 -1.393 0.168
H -1.522 -1.407 -1.341
*
```

Computed properties:
HOMO energy   -14.9 eV
Relative energy (zero: lowest compared OMol25 entry of this formula, charge and spin)   4.620 eV
Calculated total energy   -323.9575 hartree
Max |F|   4.49 eV Å⁻¹

Löwdin atomic charge list, values in e, 6 entries:
1. C 0.06
2. C -0.29
3. C 0.08
4. N 0.11
5. O 0.19
6. O 0.12

---

[2]
The following is a DFT calculation (the ωB97M-V functional and the def2-TZVPD basis) of a structure of composition C46H61MnN9O2P.

```
! wB97M-V def2-TZVPD RIJCOSX def2/J DEFGRID3
* xyz 1 6
Mn -0.073 -2.191 -0.406
N -1.097 -4.375 2.023
C -2.037 -3.386 1.778
C -3.125 -3.320 2.664
C -4.113 -2.399 2.426
C -4.025 -1.562 1.312
C -2.921 -1.686 0.509
N -1.927 -2.566 0.742
C 0.068 -4.775 1.381
C 0.525 -6.074 1.656
C 1.722 -6.483 1.125
C 2.455 -5.611 0.322
C 1.921 -4.369 0.087
N 0.752 -3.948 0.603
H -1.375 -5.003 2.757
H -3.177 -3.992 3.511
H -4.959 -2.334 3.098
H -4.794 -0.841 1.077
H -2.789 -1.075 -0.375
H -0.066 -6.734 2.278
H 2.086 -7.483 1.325
H 3.399 -5.891 -0.120
H 2.440 -3.662 -0.549
C -0.359 3.411 -4.407
C -1.702 2.770 -4.628
C -2.558 3.236 -5.621
C -3.799 2.660 -5.841
C -4.219 1.606 -5.043
C -3.396 1.141 -4.031
C -2.139 1.705 -3.834
N -1.303 1.250 -2.784
C -0.962 -0.043 -2.482
N -1.352 -0.993 -3.349
C -1.061 -2.404 -3.399
C -0.573 -3.108 -2.297
C -0.414 -4.485 -2.517
C -0.702 -5.113 -3.717
C -1.165 -4.352 -4.781
C -1.354 -2.985 -4.645
C -1.853 -2.177 -5.814
N -0.287 -0.319 -1.400
C 0.283 0.699 -0.562
C -0.664 1.322 0.500
C -0.895 2.811 0.714
C 0.563 3.110 1.145
C 1.617 2.861 -1.036
C 1.285 1.579 -1.305
C 2.064 0.852 -2.379
H -0.054 3.975 -5.287
H 0.413 2.671 -4.193
H -0.383 4.110 -3.564
H -2.233 4.061 -6.243
H -4.439 3.036 -6.628
H -5.191 1.155 -5.195
H -3.728 0.342 -3.379
H -0.736 1.942 -2.316
H -1.832 -0.636 -4.157
H -0.051 -5.115 -1.706
H -0.568 -6.181 -3.832
H -1.383 -4.820 -5.734
H -1.916 -2.798 -6.706
H -1.190 -1.339 -6.049
H -2.854 -1.765 -5.643
H -1.502 0.637 0.615
H -1.563 2.910 1.580
H 0.674 3.759 2.015
H 2.309 3.339 -1.724
H 2.999 1.367 -2.600
H 1.508 0.741 -3.314
H 2.315 -0.157 -2.048
C 2.476 -2.549 4.872
C 2.137 -2.957 3.454
O 1.045 -2.227 2.912
H 3.282 -3.165 5.273
H 1.605 -2.660 5.520
H 2.806 -1.508 4.917
H 1.833 -4.006 3.432
H 3.016 -2.864 2.803
H 1.241 -1.277 2.930
O 1.030 -0.104 0.437
P 0.892 1.266 1.524
N 0.424 0.728 3.041
C 1.022 1.315 4.263
C -0.176 1.760 5.085
C -1.165 0.629 4.825
C -0.982 0.340 3.335
N 2.554 1.361 1.759
C 3.396 2.560 1.824
C 4.594 2.104 2.646
C 4.798 0.678 2.147
C 3.367 0.158 1.994
N 1.301 3.659 0.036
C 1.213 5.112 -0.182
C -0.045 5.734 0.421
C -1.380 5.196 -0.118
C -1.410 3.694 -0.417
H 1.717 2.115 4.013
H 1.582 0.548 4.809
H -0.567 2.705 4.697
H 0.064 1.895 6.139
H -2.196 0.886 5.065
H -0.890 -0.246 5.418
H -1.679 0.932 2.741
H -1.140 -0.713 3.096
H 2.875 3.406 2.273
H 3.722 2.867 0.824
H 4.339 2.098 3.709
H 5.464 2.744 2.507
H 5.390 0.060 2.821
H 5.298 0.690 1.176
H 3.052 -0.348 2.916
H 3.262 -0.549 1.171
H 1.227 5.288 -1.260
H 2.094 5.611 0.237
H 0.007 6.810 0.243
H -0.009 5.625 1.507
H -1.633 5.727 -1.040
H -2.167 5.445 0.598
H -0.800 3.522 -1.307
H -2.425 3.392 -0.685
*
```

Computed properties:
HOMO energy (alpha / beta)   -9.1 / -9.7 eV
Relative energy (zero: lowest compared OMol25 entry of this formula, charge and spin)   4.476 eV
Calculated total energy   -3924.9749 hartree
Max |F|   0.52 eV Å⁻¹

Löwdin atomic charge list, values in e, 6 entries:
1. Mn 0.89
2. N 0.15
3. C -0.28
4. C 0.00
5. C -0.05
6. C -0.05

---

[3]
The following is a DFT calculation (the ωB97M-V functional and the def2-TZVPD basis) of a structure of composition C6H3NO4V at a distorted geometry.

```
! wB97M-V def2-TZVPD RIJCOSX def2/J DEFGRID3
* xyz 2 4
V 1.098 0.762 -0.672
O 0.436 -3.403 -0.253
C 0.608 -2.270 -0.358
C 0.416 1.652 -2.090
O -0.019 2.220 -2.994
C 2.051 1.652 0.581
O 2.657 2.219 1.379
C 2.618 0.444 -1.603
O 3.582 0.243 -2.194
C -2.646 -0.730 1.615
C -1.449 -0.320 0.881
N -0.504 0.022 0.306
H -3.546 -0.330 1.104
H -2.602 -0.326 2.648
H -2.699 -1.837 1.652
*
```

Computed properties:
HOMO energy (alpha / beta)   -19.6 / -20.5 eV
Calculated total energy   -1529.3900 hartree
Max |F|   10.02 eV Å⁻¹

Löwdin atomic charge list, values in e, 6 entries:
1. V 0.72
2. O 0.13
3. C 0.06
4. C -0.06
5. O 0.30
6. C -0.06

---

[4]
The following is a DFT calculation (the ωB97M-V functional and the def2-TZVPD basis) of the molecule C4H5NO.

```
! wB97M-V def2-TZVPD RIJCOSX def2/J DEFGRID3
* xyz 0 1
N -1.705 1.716 -0.161
C -0.886 0.789 0.270
C -0.317 0.039 -0.866
C 0.828 -0.723 -0.673
C 1.188 -1.154 0.579
O -0.515 0.506 1.442
H -1.972 2.295 0.643
H -0.764 0.189 -1.846
H 1.483 -0.916 -1.519
H 2.204 -1.495 0.767
H 0.455 -1.246 1.365
*
```

Computed properties:
HOMO energy (alpha / beta)   -9.4 / -8.9 eV
Relative energy (zero: lowest compared OMol25 entry of this formula, charge and spin)   3.532 eV
Calculated total energy   -285.2848 hartree
Max |F|   0.77 eV Å⁻¹

Löwdin atomic charge list, values in e, 6 entries:
1. N 0.17
2. C -0.65
3. C 0.06
4. C -0.12
5. C 0.15
6. O -0.05